# 1
Entry from OMol25: a molecular structure, C30H18ClF2N6O2RuSe at a distorted geometry (wB97M-V/def2-TZVPD).

ORCA input file:
```
! RIJCOSX wB97M-V def2-TZVPD def2/J DEFGRID3
* xyz 0 6
H -0.655 2.797 -0.871
C -3.289 -1.535 1.812
H 2.634 2.196 0.087
C 1.461 1.049 -1.327
H 2.261 -1.791 2.271
H 0.757 1.640 1.914
H 0.179 0.034 -5.211
C 2.485 0.339 2.194
H 4.639 -2.249 2.754
C -0.245 -0.469 -4.360
C 4.743 1.126 2.628
C -2.700 3.094 -0.274
N -1.386 1.124 0.055
H -2.500 -2.863 -3.534
C -2.257 -0.812 1.138
C -1.295 -1.723 -2.188
C 2.350 2.048 -0.945
Cl 6.861 -0.504 3.099
H -4.730 3.002 0.482
C 2.622 2.774 -3.243
N -0.367 -0.775 -2.011
O 3.647 -3.058 -0.227
H -3.860 -3.328 2.761
Se -6.923 -0.201 2.574
C -3.788 2.481 0.356
F 1.462 1.684 -4.926
C 2.906 2.877 -1.899
N -5.600 -1.405 2.594
C -3.062 -2.803 2.252
H -1.585 -4.416 2.378
H -2.756 4.103 -0.656
C 4.291 -1.231 2.632
N -5.949 1.030 1.714
O 1.673 -2.188 -0.574
C -2.443 0.501 0.675
C 1.149 0.906 -2.701
C 2.958 -0.962 2.355
C -1.530 2.366 -0.394
F 3.762 3.839 -1.508
C -1.800 -3.413 2.041
N 2.826 -2.435 -0.791
H -1.517 -1.717 -5.537
H -1.683 -2.178 -1.287
Ru 0.480 -0.215 -0.013
H 0.133 -3.122 1.195
C -1.744 -2.096 -3.436
C 3.403 1.372 2.356
C 5.180 -0.179 2.758
C -4.586 -0.856 2.003
H 3.060 3.432 -3.980
C -4.779 0.505 1.510
C 0.162 -0.131 -3.071
C 1.044 0.593 1.847
H 0.399 0.006 2.503
H 3.062 2.399 2.280
C -3.676 1.200 0.833
C -1.199 -1.455 -4.536
C 1.741 1.779 -3.605
H 5.444 1.942 2.747
N -1.023 -1.435 0.925
C -0.844 -2.691 1.383
*
```

Values from the calculation:
E: -130318.224 eV
ΔE to the lowest compared entry with this formula, charge and spin: 11.3 kJ/mol
Largest force on an atom: 1.4 eV Å⁻¹
Kohn-Sham gap (spin up / spin down): 4.90 / 6.14 eV


# 2
Entry from OMol25: C5H8O3 in the gas phase at a distorted geometry (wB97M-V/def2-TZVPD).

ORCA input file:
```
! RIJCOSX wB97M-V def2-TZVPD def2/J DEFGRID3
* xyz 0 1
C 2.049 -0.266 -0.259
O -0.484 -1.418 -0.332
C 0.782 -1.115 0.364
C -1.208 1.291 0.165
H -1.858 -0.312 -1.307
O 0.206 -0.088 1.093
O 1.617 1.164 -0.119
H -1.859 1.817 -0.593
H 2.283 -0.295 -1.264
C -1.504 -0.442 -0.242
H 0.131 0.400 -0.883
H -2.436 -0.784 0.581
H -1.830 1.571 1.056
C 0.221 0.938 0.045
H 2.895 -0.528 0.465
H 0.994 -1.933 1.229
*
```

Values from the calculation:
E: -11449.711 eV
ΔE to the lowest compared entry with this formula, charge and spin: 753.4 kJ/mol
Largest force on an atom: 4.6 eV Å⁻¹
SMILES: C1C[C@H]2OC[C@H](O1)O2
Kohn-Sham gap: 10.75 eV


# 3
Entry from OMol25: a molecular structure, C26H31F3NPRhSSe at a distorted geometry (wB97M-V/def2-TZVPD).

ORCA input file:
```
! RIJCOSX wB97M-V def2-TZVPD def2/J DEFGRID3
* xyz 1 1
C 2.742 1.060 3.746
C -2.487 -2.186 -0.936
C 1.194 2.917 3.601
H 0.642 3.627 2.999
H 1.936 -2.656 -0.856
H -0.152 -3.028 -2.052
N 1.884 0.545 -2.953
H -2.434 3.252 1.981
C 1.110 2.948 4.985
C 0.724 -1.945 0.834
F -1.114 3.275 -4.057
C 1.022 -1.389 2.234
H 2.197 -1.048 -5.884
C 2.056 -2.097 0.073
C 0.843 0.581 -5.497
H 3.224 0.402 5.725
P -0.255 -0.644 -0.079
Rh 1.426 0.759 -0.733
H -2.143 -3.084 -0.430
C -1.955 -0.060 -2.109
F -1.821 1.642 -5.288
H -3.065 -2.498 -1.809
C -3.222 1.419 2.766
H 0.721 -3.974 1.501
C -3.155 0.032 2.733
C 0.966 1.472 -3.288
H 1.769 2.069 6.826
H 2.526 -1.134 -0.177
C -0.745 2.391 -4.984
H -0.817 2.134 0.501
C 1.836 2.041 5.746
S 0.617 2.507 -1.914
H -1.047 -2.247 -3.353
C -1.402 0.151 1.077
H 2.774 -2.627 0.702
C 2.286 -0.343 -3.864
H 1.738 -2.052 2.726
C 1.818 -0.341 -5.161
C -0.472 -2.062 -2.443
C -1.345 -1.299 -1.439
H -0.144 -3.765 -0.017
H -0.887 -3.263 1.510
H -3.808 -0.560 3.361
H 0.126 -1.338 2.850
C -2.383 2.172 1.961
H -2.508 -0.373 -2.998
C -2.255 -0.600 1.892
H 3.024 -1.065 -3.534
H 0.414 -1.495 -2.717
C 0.391 1.493 -4.553
H -3.160 -1.642 -0.276
C 2.010 1.970 2.988
Se 2.205 1.986 1.101
H -2.219 -1.680 1.878
H 3.382 0.338 3.256
H -1.202 0.658 -2.414
F -0.410 3.070 -6.092
H 0.486 3.688 5.468
C 2.651 1.101 5.130
H -3.929 1.910 3.423
H 1.459 -0.393 2.192
H 0.416 0.593 -6.492
C 0.047 -3.310 0.953
C -1.473 1.542 1.123
H -2.649 0.451 -1.440
*
```

Values from the calculation:
E: -125581.345 eV
ΔE to the lowest compared entry with this formula, charge and spin: 34.2 kJ/mol
Largest force on an atom: 1.1 eV Å⁻¹
Kohn-Sham gap (spin up / spin down): 6.58 / 6.58 eV


# 4
Entry from OMol25: a molecular structure, C9H11CeNO5 at a distorted geometry (wB97M-V/def2-TZVPD).

ORCA input file:
```
! RIJCOSX wB97M-V def2-TZVPD def2/J DEFGRID3
* xyz 3 2
C 0.811 -0.889 5.721
H 1.267 -0.295 3.156
C -1.589 -1.094 4.774
O 0.012 3.675 0.072
Ce -0.082 0.134 0.734
O -3.718 0.004 -0.188
C -0.001 0.677 -2.984
C 0.000 -0.647 -2.971
H -1.901 -1.947 4.134
O -0.748 -0.420 2.611
O 0.034 -3.716 0.029
H -2.188 -0.217 4.447
C 0.238 -0.495 3.456
C -0.026 2.522 0.222
H 0.929 -1.186 -2.834
H 0.269 -1.131 6.615
H 1.556 -1.635 5.493
H 0.929 1.228 -2.886
C 2.436 0.017 0.086
H -0.928 -1.187 -2.824
O 3.569 0.016 -0.132
H 1.301 0.069 5.802
C 0.008 -2.564 0.041
N -0.135 -0.836 4.636
C -2.578 0.027 -0.111
H -1.779 -1.315 5.824
H -0.932 1.225 -2.882
*
```

Values from the calculation:
E: -34135.276 eV
ΔE to the lowest compared entry with this formula, charge and spin: 0.0 kJ/mol
Largest force on an atom: 9.1 eV Å⁻¹
Kohn-Sham gap (spin up / spin down): 6.78 / 6.87 eV